Density functional theory data (ωB97M-V/def2-TZVPD) for a structure of composition C41H45N7OSc.

Properties
Orbital gap (alpha / beta), eV: 6.471 / 5.128
Relative energy (zero: lowest compared OMol25 entry of this formula, charge and spin), kcal per mole: 12.4
Lowest unoccupied orbital energy (alpha / beta), eV: -2.2 / -2.9
HOMO level (alpha / beta), eV: -8.71 / -8.02

Structure (ORCA input):
```
! wB97M-V def2-TZVPD RIJCOSX def2/J DEFGRID3
* xyz 1 1
Sc 0.46 -0.14 -0.43
C -1.47 3.82 -1.30
C -0.93 2.42 -1.29
N -0.51 1.80 -0.18
C -0.56 2.41 1.13
C 0.62 1.89 1.97
N 0.88 0.44 1.82
C 0.13 -0.48 2.70
C -1.25 -0.82 2.14
N -1.16 -1.29 0.76
C -0.95 -2.75 0.54
C 0.22 -3.02 -0.44
N 0.48 -1.96 -1.41
C -0.22 -2.02 -2.70
C 0.48 -2.94 -3.70
C -0.36 -0.57 -3.23
C -0.44 -0.20 -4.55
C -0.76 1.15 -4.82
C -0.98 2.06 -3.82
C -0.85 1.63 -2.47
N -0.54 0.32 -2.24
H -2.11 3.99 -0.44
H -2.07 4.00 -2.19
H -0.68 4.56 -1.27
H -1.51 2.18 1.62
H -0.48 3.50 1.10
H 0.47 2.15 3.02
H 1.52 2.40 1.62
H 1.87 0.30 2.00
H 0.03 -0.06 3.71
H 0.72 -1.39 2.78
H -1.88 0.07 2.15
H -1.72 -1.56 2.79
H -2.01 -1.01 0.27
H -1.87 -3.16 0.15
H -0.76 -3.23 1.50
H 0.03 -3.99 -0.92
H 1.13 -3.17 0.15
H 1.45 -2.53 -3.96
H -0.11 -3.07 -4.62
H 0.61 -3.92 -3.25
H -0.31 -0.91 -5.35
H -0.85 1.48 -5.85
H -1.23 3.08 -4.05
C -1.64 -2.39 -2.53
C -2.77 -2.67 -2.19
C -4.07 -2.76 -1.67
C -4.86 -3.97 -1.89
C -4.21 -5.20 -2.09
C -4.93 -6.35 -2.32
C -6.31 -6.31 -2.36
C -6.97 -5.10 -2.19
C -6.25 -3.94 -1.96
C -4.50 -1.64 -0.84
C -3.93 -0.37 -1.00
C -4.27 0.68 -0.16
C -5.19 0.50 0.86
C -5.76 -0.76 1.04
C -5.43 -1.81 0.20
H -3.12 -5.23 -2.06
H -4.41 -7.29 -2.46
H -6.88 -7.22 -2.54
H -8.05 -5.06 -2.25
H -6.78 -3.00 -1.85
H -3.22 -0.21 -1.81
H -3.82 1.65 -0.32
H -5.46 1.32 1.51
H -6.48 -0.92 1.84
H -5.87 -2.78 0.38
C 4.65 1.61 -4.90
N 4.38 0.85 -3.69
N 3.57 1.39 -2.70
C 3.06 0.37 -1.95
O 2.37 0.61 -0.91
C 3.50 -0.84 -2.54
C 4.27 -0.49 -3.61
C 4.91 -1.36 -4.64
C 3.65 2.76 -2.32
C 4.88 3.34 -2.07
C 4.94 4.67 -1.69
C 3.77 5.40 -1.55
C 2.54 4.81 -1.79
C 2.47 3.48 -2.19
H 4.55 2.67 -4.68
H 3.96 1.34 -5.70
H 5.67 1.42 -5.22
H 3.23 -1.82 -2.20
H 4.75 -2.41 -4.39
H 5.99 -1.19 -4.69
H 4.49 -1.17 -5.63
H 5.79 2.75 -2.17
H 5.90 5.13 -1.50
H 3.82 6.44 -1.25
H 1.63 5.38 -1.69
H 1.52 3.00 -2.39
*
```

These are the Mulliken partial charges, in e, on atoms 1 to 5: -1.679, -1.923, 0.883, 1.343, -0.740

Density functional theory data (ωB97M-V/def2-TZVPD) for an isolated molecule of C5H4O2 in a non-equilibrium geometry.

Properties
SMILES: O=C1C=CCC1=O
Orbital gap, eV: 7.980
Relative energy (zero: lowest compared OMol25 entry of this formula, charge and spin), kcal per mole: 60.3
Lowest unoccupied orbital energy, eV: -0.7
HOMO level, eV: -8.66

Structure (ORCA input):
```
! wB97M-V def2-TZVPD RIJCOSX def2/J DEFGRID3
* xyz 0 1
O -0.53 2.06 -1.02
C -0.35 1.09 -0.34
C -1.27 -0.06 -0.04
C -0.06 -0.96 -0.25
C 1.08 -0.73 0.48
C 1.27 0.70 0.36
O 2.16 1.51 0.39
H -1.64 -0.13 1.00
H -2.13 -0.20 -0.72
H -0.18 -1.81 -0.90
H 1.65 -1.48 1.03
*
```

These are the natural (NBO) partial charges, in e, on atoms 1 to 5: -0.507, 0.481, -0.560, -0.027, -0.308

Density functional theory data (ωB97M-V/def2-TZVPD) for an isolated molecule of C4H6FNO in a non-equilibrium geometry.

Properties
SMILES: CN(C=O)/C=C\F
Orbital gap, eV: 10.464
Relative energy (zero: lowest compared OMol25 entry of this formula, charge and spin), kcal per mole: 27.5
Lowest unoccupied orbital energy, eV: 0.9
HOMO level, eV: -9.60

Structure (ORCA input):
```
! wB97M-V def2-TZVPD RIJCOSX def2/J DEFGRID3
* xyz 0 1
C -0.95 1.25 -0.33
C -1.08 -1.14 -0.37
C 0.77 -0.16 0.74
C 2.02 -0.34 0.30
H -1.83 1.48 0.32
H -1.37 1.27 -1.37
H -0.24 1.97 -0.05
H -1.99 -0.91 -1.02
H 0.76 -0.17 1.82
H 2.80 -0.48 0.99
N -0.41 -0.02 0.01
O -0.78 -2.23 -0.03
F 2.30 -0.51 -1.00
*
```

These are the natural (NBO) partial charges, in e, on atoms 1 to 5: -0.401, 0.552, -0.108, 0.258, 0.184

Density functional theory data (ωB97M-V/def2-TZVPD) for a structure of composition HNdO2S in a non-equilibrium geometry.

Properties
Orbital gap (alpha / beta), eV: 7.723 / 9.593
Lowest unoccupied orbital energy (alpha / beta), eV: -12.2 / -10.5
HOMO level (alpha / beta), eV: -19.95 / -20.12

Structure (ORCA input):
```
! wB97M-V def2-TZVPD RIJCOSX def2/J DEFGRID3
* xyz 2 4
S 1.90 0.58 0.11
O 0.44 0.58 0.32
Nd -1.83 -0.54 0.25
O 2.57 -0.64 0.50
H -3.09 0.03 -1.18
*
```

Formally, the natural (NBO) partial charges of the atoms, in units of the elementary charge, are as follows: 1.792, -1.073, 2.307, -0.660, -0.367

Density functional theory data (ωB97M-V/def2-TZVPD) for a structure of composition C22H34FN5O8Yb in a non-equilibrium geometry.

Properties
Orbital gap (alpha / beta), eV: 3.227 / 5.684
Relative energy (zero: lowest compared OMol25 entry of this formula, charge and spin), kcal per mole: 0.0
Lowest unoccupied orbital energy (alpha / beta), eV: -2.6 / -2.7
HOMO level (alpha / beta), eV: -5.86 / -8.34

Structure (ORCA input):
```
! wB97M-V def2-TZVPD RIJCOSX def2/J DEFGRID3
* xyz 1 2
O 2.89 1.89 -5.73
H 3.81 1.71 -5.48
Yb 0.30 0.59 -3.35
N -1.77 -0.16 -4.55
N 0.51 -0.11 -5.69
O -3.07 -0.28 -3.98
O 1.77 -0.36 -6.20
C -1.77 -0.65 -5.79
C -0.46 -0.70 -6.41
C -2.99 -1.17 -6.45
C -0.24 -1.38 -7.72
H -3.89 -0.70 -6.04
H -3.07 -2.27 -6.32
H -2.94 -0.99 -7.53
H 0.81 -1.66 -7.85
H -0.53 -0.71 -8.54
H -0.86 -2.28 -7.80
H -2.97 -0.09 -3.03
H 2.27 0.53 -6.08
O 0.44 -1.81 -3.02
H -0.34 -2.30 -2.69
H 1.24 -2.33 -2.78
C 2.23 2.54 -4.61
H 2.53 2.12 -3.64
H 1.14 2.50 -4.77
H 2.52 3.60 -4.61
O -1.14 2.62 -3.37
H -1.97 2.59 -3.88
H -1.39 2.97 -2.49
F -2.69 2.17 3.07
C -1.62 1.34 2.82
C -1.29 1.13 1.50
C -0.17 0.33 1.19
C 0.34 0.21 -0.16
O -0.35 0.61 -1.16
C 1.63 -0.45 -0.30
C 1.97 -1.38 0.66
N 1.41 -1.38 1.91
C 1.77 -2.39 2.83
C 1.99 -3.77 2.28
C 3.15 -2.96 2.75
C 0.47 -0.39 2.23
C 0.13 -0.13 3.56
C -0.89 0.78 3.90
N -1.12 1.07 5.25
C 0.05 1.29 6.10
C -0.20 0.78 7.51
N -1.45 1.41 7.98
C -2.66 1.25 7.13
C -2.30 1.76 5.74
C 2.50 -0.35 -1.54
O 3.29 -1.28 -1.77
O 2.27 0.68 -2.28
H -1.86 1.59 0.70
H 2.73 -2.14 0.47
H 1.30 -2.34 3.80
H 1.69 -4.59 2.93
H 1.86 -3.91 1.21
H 3.84 -2.56 2.00
H 3.60 -3.27 3.70
H 0.69 -0.63 4.35
H 0.28 2.38 6.14
H 0.91 0.78 5.67
H -0.36 -0.30 7.55
H 0.60 1.06 8.19
H -1.67 1.08 8.92
H -1.27 2.42 8.01
H -3.47 1.84 7.57
H -2.92 0.19 7.14
H -2.11 2.85 5.79
H -3.14 1.58 5.06
*
```

These are the Mulliken partial charges, in e, on atoms 1 to 5: -0.599, 0.352, 1.040, 0.194, 0.193

Density functional theory data (ωB97M-V/def2-TZVPD) for the ion C4H10N2 with charge +1 in a non-equilibrium geometry.

Properties
Orbital gap (alpha / beta), eV: 9.379 / 9.679
Relative energy (zero: lowest compared OMol25 entry of this formula, charge and spin), kcal per mole: 30.8
Lowest unoccupied orbital energy (alpha / beta), eV: -4.0 / -6.2
HOMO level (alpha / beta), eV: -13.37 / -15.90

Structure (ORCA input):
```
! wB97M-V def2-TZVPD RIJCOSX def2/J DEFGRID3
* xyz 1 2
C -1.24 -1.73 0.10
C -0.02 -1.19 0.67
C 0.25 0.23 0.30
C 0.52 0.64 -1.03
N 0.20 1.92 -1.50
N 0.57 1.20 1.28
H -1.39 -2.77 0.36
H -2.17 -1.19 0.38
H -1.17 -1.73 -0.98
H 0.10 -1.42 1.76
H 0.87 -1.68 0.46
H 0.51 -0.20 -1.80
H 0.54 2.55 -0.71
H 0.35 2.28 -2.48
H 1.04 0.98 2.19
H 1.05 2.11 1.00
*
```

These are the natural (NBO) partial charges, in e, on atoms 1 to 5: -0.612, -0.485, 0.319, 0.052, -0.683

Calculated total energy / Ha: -2808.48840; -343.29621; -385.82977; -1109.88554; -2992.66838; -267.59971